Record 1
Below is 2 unconnected molecules or ions with the total composition C4H9O3 in a non-equilibrium geometry, with properties calculated with wB97M-V/def2-TZVPD.

As for the spin multiplicity: 1. As for the LUMO energy: 0.13477 hartree. As for the total charge: -1. The HOMO energy is -4.1 eV. Its relative energy (zero: lowest compared OMol25 entry of this formula, charge and spin) is 20.6 kcal/mol. Its frontier orbital gap is 7.7 eV.

Last column: Löwdin charge in e.
Positions of all 16 atoms, in Å:
C -1.2610 0.3467 -0.2785  -0.203
C -2.7092 0.6824 0.0563  -0.148
C -1.0571 -1.0865 -0.8500  -0.757
O 0.0008 -1.6545 -0.4834  -0.102
O -1.9381 -1.5085 -1.6261  -0.086
H -0.9460 1.0565 -1.0502  0.095
H -0.6308 0.4326 0.6067  0.083
H -2.8723 1.7572 0.1980  0.048
H -3.0457 0.1911 0.9758  0.062
H -3.3885 0.3473 -0.7291  0.057
C 2.7464 -0.1451 0.8467  -0.138
O 3.8783 -0.3044 -0.0485  -0.158
H 3.7127 0.2292 -0.8340  0.060
H 1.9570 -0.8322 0.5404  0.052
H 3.1361 -0.4049 1.8294  0.066
H 2.4175 0.8932 0.8467  0.069

Record 2
Below is 7 unconnected molecules or ions with the total composition C7H29NO6 in a non-equilibrium geometry, with properties calculated with wB97M-V/def2-TZVPD.

As for the spin multiplicity: 2. As for the LUMO energy (alpha / beta): -0.11648 / -0.29142 hartree. As for the total charge: +1. The HOMO energy (alpha / beta) is -14.1 / -14.1 eV. Its relative energy (zero: lowest compared OMol25 entry of this formula, charge and spin) is 66.7 kcal/mol. Its frontier orbital gap (alpha / beta) is 10.9 / 6.2 eV.

Last column: Löwdin charge in e.
Positions of all 43 atoms, in Å:
C -0.4003 -0.4689 1.0867  -0.103
N 0.5774 -0.2790 -0.0508  0.155
C 1.1991 1.0538 -0.0913  -0.420
C 2.1083 1.3000 1.0924  -0.010
C 2.0181 1.3377 -1.3225  -0.041
C -1.7848 0.0139 0.5443  -0.205
C -2.6015 -2.3707 -0.1261  -0.047
C -2.2982 -0.8815 -0.4910  -0.278
H -0.4497 -1.5769 1.4519  0.178
H 0.0360 0.0421 1.9418  0.105
H 1.1707 -1.1021 0.0812  0.112
H 0.3378 1.8593 0.0210  0.155
H 2.7949 2.1316 0.7974  0.120
H 2.5409 0.2390 1.1772  0.101
H 1.5113 1.5599 2.0363  0.116
H 1.9227 0.6047 -2.1583  0.075
H 3.0947 1.1703 -1.0453  0.108
H 1.6952 2.3386 -1.7139  0.114
H -2.4514 0.2262 1.4537  0.151
H -1.6351 1.1111 0.1114  0.108
H -1.6971 -2.8637 -0.4732  0.063
H -3.5578 -2.5416 -0.7642  0.123
H -2.8023 -2.6198 0.8550  0.048
H -3.2029 -0.4062 -0.8765  0.118
H -1.5401 -0.8958 -1.3450  0.091
H -1.8353 1.4537 -2.4174  0.092
H -1.2045 2.5972 -3.2691  0.079
O -1.6862 2.4802 -2.4077  -0.093
H 2.5324 -2.2491 0.6065  0.032
H 3.6224 -2.8274 1.4380  0.037
O 3.3518 -1.9423 1.1850  -0.108
H -1.4345 2.5648 2.7887  0.033
H -1.2335 1.0342 2.8380  0.014
O -1.2277 1.8520 3.4323  -0.074
H 0.7984 -1.4589 -3.0292  0.191
H -0.0799 -1.2125 -1.6208  -0.053
O 0.3055 -1.8666 -2.1554  -0.070
H 1.2588 -3.0085 -1.4046  0.070
H 2.4032 -3.8398 -0.8454  0.008
O 1.6374 -3.4582 -0.5288  -0.080
H -1.4978 2.8852 -0.4378  -0.020
H -1.7931 4.1474 0.1271  0.087
O -1.4797 3.2705 0.4591  -0.086

Record 3
Below is C25H41N3O5S in the gas phase in a non-equilibrium geometry, with properties calculated with wB97M-V/def2-TZVPD.

As for the spin multiplicity: 1. As for the LUMO energy: 0.02949 hartree. The HOMO energy is -8.0 eV. Its relative energy (zero: lowest compared OMol25 entry of this formula, charge and spin) is 4.8 kcal/mol. Its frontier orbital gap is 8.8 eV.

Last column: Löwdin charge in e.
Positions of all 75 atoms, in Å:
C 3.0449 -0.6672 -0.1106  -0.044
C 3.2707 -1.1748 -1.5303  -0.230
O 2.0720 -1.2349 -2.2841  -0.057
C 1.0307 -2.0249 -1.8765  -0.194
C -0.2282 -1.5616 -2.2406  -0.006
C -1.3811 -2.2552 -1.9279  -0.041
C -1.2948 -3.4542 -1.2419  -0.240
C -2.5251 -4.2003 -0.8062  -0.126
C -2.7143 -4.0454 0.7109  -0.165
N -2.7165 -2.6536 1.0964  0.082
C -1.6456 -2.0567 1.6604  -0.455
O -0.6693 -2.6685 2.0513  0.065
C -1.7820 -0.5509 1.8031  -0.215
C -1.6302 -0.1064 3.2599  -0.137
C -1.7432 1.4137 3.3339  -0.164
C -0.7398 2.0797 2.3915  -0.205
N -0.8169 1.5759 1.0320  -0.200
S -2.1100 2.1844 0.1214  0.651
O -2.6867 1.1050 -0.6223  -0.266
O -2.9674 2.9676 0.9589  -0.263
N -1.4469 3.2134 -0.9776  -0.221
C -1.0939 4.5465 -0.5504  -0.164
C 0.3648 4.6598 -0.0947  -0.359
C 0.7017 6.1049 0.2586  -0.063
C 1.2714 4.1250 -1.2038  -0.139
C 0.9030 2.6801 -1.5482  -0.355
C 1.8002 2.1295 -2.6518  -0.054
C -0.5694 2.6343 -1.9687  -0.157
C -0.6926 0.1354 0.9685  -0.156
C -0.0422 -3.9365 -0.8904  0.031
C 1.1272 -3.2546 -1.1952  -0.177
O 2.3771 -3.7321 -0.9017  -0.071
C 2.5290 -4.7751 0.0426  -0.232
C 2.2379 -4.3302 1.4722  -0.053
H 3.9996 -0.5757 0.4006  0.082
H 2.4145 -1.3601 0.4415  0.062
H 2.5580 0.3052 -0.1335  0.062
H 3.7677 -2.1484 -1.5114  0.113
H 3.8913 -0.4694 -2.0909  0.120
H -0.2820 -0.6281 -2.7792  0.112
H -2.3397 -1.8452 -2.2073  0.116
H -3.4004 -3.8033 -1.3237  0.113
H -2.4378 -5.2626 -1.0415  0.118
H -1.8846 -4.5107 1.2465  0.118
H -3.6534 -4.5101 1.0271  0.119
H -3.4187 -2.0679 0.6709  0.147
H -2.7499 -0.2167 1.4189  0.133
H -2.4030 -0.5711 3.8757  0.124
H -0.6577 -0.4390 3.6301  0.124
H -1.5632 1.7605 4.3529  0.117
H -2.7457 1.7229 3.0337  0.106
H -0.9315 3.1520 2.3513  0.109
H 0.2839 1.9083 2.7427  0.133
H -1.7842 4.8065 0.2520  0.118
H -1.2663 5.2246 -1.3945  0.139
H 0.5014 4.0321 0.7914  0.125
H 0.5765 6.7481 -0.6098  0.081
H 0.0495 6.4669 1.0497  0.078
H 1.7322 6.1835 0.5973  0.078
H 2.3152 4.1760 -0.8853  0.124
H 1.1625 4.7488 -2.0949  0.129
H 1.0137 2.0686 -0.6466  0.118
H 1.6011 1.0756 -2.8252  0.059
H 2.8464 2.2371 -2.3736  0.081
H 1.6378 2.6727 -3.5806  0.084
H -0.9091 1.6100 -2.1181  0.106
H -0.7041 3.1897 -2.9043  0.140
H -0.7701 -0.1615 -0.0773  0.103
H 0.2933 -0.1471 1.3484  0.135
H 0.0091 -4.8760 -0.3644  0.120
H 3.5800 -5.0639 -0.0556  0.124
H 1.9156 -5.6414 -0.2330  0.113
H 2.3283 -5.1802 2.1433  0.079
H 2.9527 -3.5690 1.7761  0.076
H 1.2367 -3.9139 1.5620  0.046

Record 4
Below is 2 unconnected molecules or ions with the total composition C6H14N2O2 in a non-equilibrium geometry, with properties calculated with wB97M-V/def2-TZVPD.

As for the spin multiplicity: 1. As for the LUMO energy: 0.02086 hartree. The HOMO energy is -9.0 eV. Its relative energy (zero: lowest compared OMol25 entry of this formula, charge and spin) is 40.5 kcal/mol. Its frontier orbital gap is 9.6 eV.

Last column: Löwdin charge in e.
Positions of all 24 atoms, in Å:
C -1.6470 1.3613 1.5655  -0.107
N -1.6869 -0.0364 1.7243  -0.018
C -1.7527 -0.9578 0.7073  -0.567
C -1.8111 -2.4100 1.0866  -0.009
O -1.7776 -0.6746 -0.4576  0.053
H -0.7944 1.7141 0.8955  0.059
H -2.5406 1.6379 0.8473  0.125
H -1.6823 1.8622 2.5894  0.114
H -1.6271 -0.4650 2.6337  0.131
H -2.8556 -2.6864 1.0409  0.081
H -1.2827 -3.1009 0.3448  0.110
H -1.3296 -2.8218 1.9683  0.070
C 0.9300 -0.7522 -2.2035  -0.100
N 0.9735 0.0540 -0.9884  -0.005
C 2.0494 0.9377 -0.8097  -0.565
C 1.9687 1.6632 0.5152  -0.017
O 3.0225 0.9168 -1.4762  0.072
H -0.0948 -0.6514 -2.7107  0.089
H 1.8520 -0.5515 -2.8739  0.106
H 0.8677 -1.8654 -1.9248  0.086
H 0.1881 0.0309 -0.3764  0.060
H 2.4074 2.7146 0.5317  0.099
H 0.9188 1.8767 0.8819  0.045
H 2.5846 1.1926 1.3036  0.087

Record 5
Below is C4H4O2 in the gas phase in a non-equilibrium geometry, with properties calculated with wB97M-V/def2-TZVPD.

As for the spin multiplicity: 1. As for the LUMO energy: 0.02723 hartree. The HOMO energy is -9.3 eV. Its relative energy (zero: lowest compared OMol25 entry of this formula, charge and spin) is 93.8 kcal/mol. Its frontier orbital gap is 10.1 eV.

Last column: Löwdin charge in e.
Positions of all 10 atoms, in Å:
O 1.7089 -0.4997 1.2699  0.143
C 0.9405 -0.1851 0.2334  -0.516
O 1.0105 1.0405 -0.2166  0.020
C -0.5185 0.9310 0.2370  0.043
C -1.0254 0.1838 -0.9481  -0.133
C -0.3077 -0.7270 -0.0075  -0.065
H 1.5944 0.3757 1.6786  0.141
H -2.0925 0.0016 -0.9411  0.109
H -0.5641 0.3794 -1.9123  0.117
H -0.7460 -1.5001 0.6066  0.142